No. 1
Molecular formula: C6H8
Method: DFT, the ωB97M-V functional and the def2-TZVPD basis

```
14
Properties=species:S:1:pos:R:3:mulliken_charge:R:1
C -0.4993 1.5124 0.1082 0.015
C -0.8824 2.7058 0.3921 -0.281
C 0.5316 0.4791 -0.4368 0.062
C -0.7344 0.1143 0.5055 0.061
C 1.9015 0.6511 0.0706 -1.418
C -1.8728 -0.5462 -0.2127 -1.095
H 0.2304 0.1710 -1.4398 0.356
H -0.5665 -0.0338 1.6070 0.338
H 2.1644 -0.3748 0.3321 0.283
H 2.0064 1.3780 0.7849 0.409
H 2.6621 0.8545 -0.6577 0.388
H -1.6551 -0.3530 -1.3314 0.215
H -2.7885 -0.0992 -0.1447 0.390
H -1.8295 -1.6412 0.0220 0.278
```

The calculation puts the highest occupied orbital energy at -9.66 eV. As for the LUMO energy: 0.0 eV. As for the HOMO-LUMO gap: 0.3552 hartree. The value obtained for the total energy is -6346.077 eV. The calculation puts the relative energy (zero: lowest compared OMol25 entry of this formula, charge and spin) at 454.1 kJ/mol.

No. 2
Molecular formula: C9H22N3O
Method: DFT, the ωB97M-V functional and the def2-TZVPD basis

```
35
Properties=species:S:1:pos:R:3:mulliken_charge:R:1
C 0.8970 -0.6941 -0.4174 -0.255
C -1.1595 4.1547 -0.8643 -1.167
C 1.5826 0.1700 1.8735 -1.971
C -1.2391 -3.6605 0.5466 -1.498
C -0.8900 3.8192 0.5976 -0.560
C 0.2940 2.8676 0.7851 -0.570
C -0.0351 1.4341 0.3669 -0.575
C 1.2001 0.5064 0.4325 0.670
C -0.7157 -2.5213 -0.2521 0.720
N 1.1036 -0.8637 -1.6440 -0.575
N 0.5026 -3.8412 -1.7279 -0.692
N 0.2502 -1.7768 0.2545 0.085
O -1.3976 -2.0215 -1.2421 -0.384
H -1.4562 3.2763 -1.4336 0.305
H -1.9623 4.8841 -0.9361 0.370
H -0.2708 4.5815 -1.3264 0.296
H 1.9681 1.0634 2.3563 0.451
H 0.7246 -0.1656 2.4522 0.392
H 2.3698 -0.5815 1.9090 0.490
H -0.4502 -4.1620 1.1007 0.384
H -1.9698 -3.2846 1.2673 0.393
H -1.7377 -4.3910 -0.0853 0.454
H -0.6701 4.7460 1.1295 0.356
H -1.7848 3.3859 1.0485 0.314
H 1.1324 3.2345 0.1891 0.320
H 0.5979 2.8804 1.8332 0.322
H -0.4163 1.4436 -0.6568 0.427
H -0.8226 1.0345 1.0125 0.189
H 2.0374 1.0311 -0.0407 0.459
H 1.5536 -0.0980 -2.1341 0.291
H 0.9681 -3.0185 -2.1116 0.259
H 0.0258 -4.3117 -2.4910 0.261
H 1.2100 -4.4733 -1.3661 0.244
H 0.6457 -2.0319 1.1521 0.333
H -2.0858 -2.6161 -1.5775 0.460
```

The calculation puts the highest occupied orbital energy at -13.57 eV. As for the LUMO energy: -3.1 eV. As for the HOMO-LUMO gap: 0.3834 hartree. The value obtained for the total energy is -16202.005 eV. The calculation puts the relative energy (zero: lowest compared OMol25 entry of this formula, charge and spin) at 0.0 kJ/mol. As for the charge: +1.

- Look up the highest occupied orbital energy of the first one.
  -9.66 eV